The following is a quantum chemistry calculation of a molecular structure, C48H59BiF4N6, from the OMol25 dataset.

Results
highest occupied orbital energy = -6.80 eV
multiplicity = 1
energy above the lowest of the compared OMol25 structures with the same formula, charge and spin = 17.7 kJ/mol
charge = 0
LUMO = -0.0392 Ha

Each line ends with the Löwdin charge.
Element x y z (Å)
Bi (-0.2279, -0.2524, 0.1967)  2.01
C (-4.3897, -5.6515, 0.3126)  -0.08
C (-3.6725, -4.8907, -0.8055)  -0.19
C (-2.4518, -4.1776, -0.3105)  -0.14
C (-1.1900, -4.6890, -0.1822)  -0.13
C (-0.7169, -6.0510, -0.5892)  -0.19
C (-0.2423, -6.1035, -2.0437)  -0.08
C (-0.3736, -3.6281, 0.3653)  -0.26
C (0.9831, -3.7372, 0.7027)  0.05
C (1.8023, -2.7764, 1.2614)  -0.25
C (3.1450, -3.0084, 1.7686)  -0.12
C (3.8417, -4.3324, 1.7857)  -0.19
C (3.3686, -5.2370, 2.9258)  -0.08
C (3.5776, -1.8245, 2.2832)  -0.12
C (2.5028, -0.8699, 2.0751)  -0.23
C (2.5232, 0.4805, 2.4568)  0.05
C (1.4803, 1.3855, 2.3743)  -0.24
N (0.2200, 1.1398, 1.8871)  -0.06
C (-0.5324, 2.2715, 2.0829)  -0.23
C (-1.8936, 2.3724, 1.8695)  0.05
C (-2.7496, 1.3405, 1.4629)  -0.23
N (-2.3428, 0.1527, 0.9601)  -0.04
C (-3.4594, -0.6240, 0.7505)  -0.23
C (-3.4753, -1.9327, 0.2897)  0.06
C (-2.3903, -2.8206, 0.1748)  -0.26
N (-1.1303, -2.5244, 0.5810)  -0.03
C (-4.6287, 0.1495, 1.0986)  -0.13
C (-4.1898, 1.3601, 1.5510)  -0.13
C (-5.0107, 2.5117, 2.0432)  -0.19
C (-5.3329, 3.5108, 0.9296)  -0.08
C (-6.0379, -0.3534, 1.0724)  -0.19
C (-6.3772, -1.2485, 2.2654)  -0.08
C (0.3015, 3.2958, 2.6789)  -0.12
C (1.5349, 2.7536, 2.8556)  -0.12
C (2.7483, 3.3925, 3.4548)  -0.19
C (2.8787, 3.1016, 4.9513)  -0.08
C (-0.1516, 4.6904, 2.9729)  -0.18
C (-0.3188, 5.5232, 1.6999)  -0.07
N (1.4679, -1.4625, 1.4515)  -0.03
C (4.8590, -1.5277, 2.9969)  -0.19
C (4.6983, -1.4802, 4.5182)  -0.08
H (-5.2798, -6.1628, -0.0579)  0.07
H (-4.6950, -4.9694, 1.1087)  0.07
H (-3.7307, -6.3971, 0.7608)  0.07
H (-4.3624, -4.1767, -1.2606)  0.10
H (-3.3883, -5.5817, -1.6028)  0.11
H (-1.5197, -6.7761, -0.4370)  0.11
H (0.0969, -6.3681, 0.0674)  0.10
H (-0.9926, -5.6836, -2.7167)  0.08
H (-0.0392, -7.1287, -2.3572)  0.07
H (0.6716, -5.5225, -2.1757)  0.05
H (1.4327, -4.7123, 0.5541)  0.11
H (4.9181, -4.1707, 1.8696)  0.10
H (3.6900, -4.8383, 0.8278)  0.11
H (3.5336, -4.7559, 3.8913)  0.07
H (3.9026, -6.1885, 2.9247)  0.07
H (2.3006, -5.4457, 2.8440)  0.07
H (3.4415, 0.8498, 2.8947)  0.11
H (-2.3570, 3.3133, 2.1364)  0.11
H (-4.4540, -2.3354, 0.0547)  0.11
H (-4.4809, 3.0186, 2.8528)  0.11
H (-5.9373, 2.1366, 2.4831)  0.11
H (-4.4187, 3.9183, 0.4933)  0.07
H (-5.9325, 4.3419, 1.3040)  0.07
H (-5.8866, 3.0269, 0.1230)  0.08
H (-6.2166, -0.8980, 0.1408)  0.11
H (-6.7170, 0.5015, 1.0516)  0.11
H (-5.7203, -2.1192, 2.3012)  0.07
H (-7.4088, -1.5994, 2.2109)  0.07
H (-6.2508, -0.7058, 3.2039)  0.08
H (2.7042, 4.4703, 3.2856)  0.11
H (3.6394, 3.0478, 2.9258)  0.11
H (2.0308, 3.5140, 5.5011)  0.08
H (3.7932, 3.5323, 5.3616)  0.07
H (2.8957, 2.0261, 5.1387)  0.07
H (0.5694, 5.1695, 3.6381)  0.11
H (-1.0951, 4.6608, 3.5260)  0.11
H (0.6249, 5.5893, 1.1570)  0.07
H (-0.6530, 6.5350, 1.9339)  0.08
H (-1.0456, 5.0697, 1.0230)  0.07
H (5.2631, -0.5749, 2.6435)  0.11
H (5.6014, -2.2834, 2.7327)  0.10
H (4.3640, -2.4454, 4.9028)  0.07
H (5.6420, -1.2280, 5.0043)  0.07
H (3.9542, -0.7374, 4.8117)  0.06
C (1.1830, -0.1653, -5.0662)  -0.07
C (1.2065, 0.0968, -3.5624)  -0.23
N (0.2683, -0.6968, -2.7770)  -0.25
C (0.4418, -2.1354, -2.9005)  -0.26
C (1.8336, -2.5677, -2.4598)  -0.07
C (-1.1074, -0.2568, -2.9070)  -0.22
C (-1.3447, 1.1933, -2.4074)  -0.24
N (-0.4321, 1.5433, -1.3375)  -0.18
C (0.2518, 2.7080, -1.3516)  -0.22
C (1.5557, 2.7235, -0.8119)  -0.16
F (2.0847, 1.5398, -0.4145)  0.04
C (2.3261, 3.8557, -0.7199)  -0.23
F (3.5562, 3.7554, -0.1832)  0.08
C (1.8756, 5.0771, -1.1903)  0.03
C (0.6102, 5.0883, -1.7432)  -0.24
F (0.0982, 6.2471, -2.1936)  0.08
C (-0.1821, 3.9596, -1.8223)  -0.15
F (-1.4329, 4.0884, -2.3125)  0.08
H (1.8550, 0.5260, -5.5774)  0.08
H (1.5081, -1.1785, -5.3099)  0.06
H (0.1854, -0.0238, -5.4876)  0.07
H (2.2141, -0.0697, -3.1735)  0.11
H (0.9859, 1.1467, -3.3664)  0.10
H (-0.3196, -2.6148, -2.2770)  0.10
H (0.2583, -2.4952, -3.9267)  0.12
H (2.1325, -2.0312, -1.5561)  0.07
H (1.8524, -3.6346, -2.2380)  0.05
H (2.5845, -2.3775, -3.2300)  0.07
H (-1.5080, -0.3197, -3.9329)  0.12
H (-1.7173, -0.9593, -2.3226)  0.09
H (-1.2884, 1.9078, -3.2302)  0.11
H (-2.3981, 1.2036, -2.0862)  0.11
H (2.4755, 5.9722, -1.1253)  0.13

Forces on the atoms, in the same order (eV/Å):
Bi 0.3 -0.2 -0.5
C 0.0 0.0 0.0
C 0.0 0.0 0.0
C 0.0 0.0 0.0
C 0.1 0.0 -0.1
C 0.0 0.0 0.1
C 0.0 0.0 0.0
C 0.0 -0.1 0.2
C 0.0 -0.1 0.0
C 0.1 0.2 0.0
C 0.0 0.0 0.1
C 0.0 0.0 -0.1
C 0.0 0.0 0.1
C 0.0 0.0 0.1
C 0.0 0.1 -0.1
C -0.1 0.0 0.0
C 0.0 -0.1 0.1
N 0.0 0.2 0.0
C 0.0 -0.1 0.1
C 0.0 0.0 0.0
C 0.0 0.2 -0.1
N 0.0 -0.2 0.2
C 0.0 -0.1 -0.2
C 0.2 0.0 0.1
C -0.1 0.2 0.1
N -0.2 -0.1 -0.2
C 0.0 0.0 0.1
C 0.0 0.0 0.0
C 0.0 0.0 0.0
C 0.0 0.0 0.0
C 0.0 0.0 -0.1
C 0.0 0.0 0.1
C 0.0 0.0 -0.1
C 0.1 0.0 0.0
C 0.0 0.0 0.0
C 0.0 0.0 0.1
C 0.0 0.0 0.1
C 0.0 0.0 0.0
N 0.1 -0.1 0.3
C 0.0 0.0 -0.1
C 0.0 0.0 0.0
H 0.0 0.0 0.0
H 0.0 0.0 0.0
H 0.0 0.0 0.0
H 0.0 0.0 0.0
H 0.0 0.0 0.0
H 0.0 0.0 0.0
H 0.0 0.0 0.0
H 0.0 0.0 0.0
H 0.0 0.0 0.0
H 0.0 0.0 0.0
H 0.0 0.0 0.0
H 0.0 0.0 0.0
H 0.0 0.0 0.0
H 0.0 0.0 0.0
H 0.0 0.0 0.0
H 0.0 0.0 0.0
H 0.0 0.0 0.0
H 0.0 0.0 0.0
H 0.0 0.0 0.0
H 0.0 0.0 0.0
H 0.0 0.0 0.0
H 0.0 0.0 0.0
H 0.0 0.0 0.0
H 0.0 0.0 0.0
H 0.0 0.0 0.0
H 0.0 0.0 0.0
H 0.0 0.0 0.0
H 0.0 0.0 0.0
H 0.0 0.0 0.0
H 0.0 0.0 0.0
H 0.0 0.0 0.0
H 0.0 0.0 0.0
H 0.0 0.0 0.0
H 0.0 0.0 0.0
H 0.0 0.0 0.0
H 0.0 0.0 0.0
H 0.0 0.0 0.0
H 0.0 0.0 0.0
H 0.0 0.0 0.0
H 0.0 0.0 0.0
H 0.0 0.0 0.0
H 0.0 0.0 0.0
H 0.0 0.0 0.0
H 0.0 0.0 0.0
C 0.0 0.0 -0.1
C 0.1 0.1 0.0
N 0.0 0.1 0.0
C 0.0 -0.1 -0.1
C 0.1 0.0 0.0
C -0.1 0.0 -0.1
C -0.2 0.0 0.1
N -0.3 0.2 0.1
C 0.0 -0.2 0.2
C 0.0 0.0 0.0
F 0.0 0.0 0.0
C 0.0 0.0 0.0
F 0.0 0.0 0.0
C 0.0 0.0 0.0
C -0.1 0.0 -0.1
F 0.0 0.0 0.0
C 0.0 0.0 0.0
F -0.1 0.0 0.0
H 0.0 0.0 0.0
H 0.0 0.0 0.0
H 0.0 0.0 0.0
H 0.0 0.0 0.0
H 0.0 0.0 0.0
H 0.0 0.0 0.1
H 0.0 0.0 0.0
H 0.0 0.0 0.0
H 0.0 0.0 0.0
H 0.0 0.0 0.0
H 0.1 -0.1 0.0
H 0.0 0.1 0.1
H 0.2 -0.1 -0.1
H 0.0 0.2 0.0
H 0.0 0.0 0.0

***

The following is a quantum chemistry calculation of a molecular structure, C48H59F3InNOPS, from the OMol25 dataset.

Results
highest occupied orbital energy (alpha / beta) = -9.23 / -9.13 eV
multiplicity = 1
energy above the lowest of the compared OMol25 structures with the same formula, charge and spin = 365.4 kJ/mol
charge = +1
LUMO (alpha / beta) = -0.1128 / -0.1029 Ha

Each line ends with the Löwdin charge.
Element x y z (Å)
In (0.3652, -0.6618, 0.2437)  0.92
S (-1.8503, 1.3106, 3.7607)  1.16
C (-1.9184, 2.8581, 3.2235)  -0.39
C (-1.4804, 3.3454, 1.8906)  -0.13
C (-1.0933, 0.8292, 1.1514)  -0.23
C (-1.5329, 0.3006, 2.4276)  -0.46
C (-1.3482, -1.0847, 2.8153)  -0.31
C (-1.8907, -1.6409, 3.9959)  -0.04
C (-1.5818, -2.9312, 4.3474)  -0.04
C (-0.7286, -3.6854, 3.5359)  -0.04
C (-0.2684, -3.1019, 2.3832)  -0.16
N (-0.5968, -1.8569, 2.0130)  -0.01
H (-2.2088, 3.5773, 3.9780)  0.07
H (-2.2894, 3.9044, 1.4216)  0.11
H (-2.5529, -1.0540, 4.6147)  0.09
H (-1.9947, -3.3661, 5.2481)  0.12
H (-0.4587, -4.6984, 3.7955)  0.11
H (0.3846, -3.6318, 1.6993)  0.12
C (1.5602, 2.4389, 2.7031)  -0.03
C (1.5453, 3.1782, 1.3618)  -0.35
C (1.5725, 4.7046, 1.5626)  -0.05
C (0.4577, 2.6654, 0.4285)  -0.13
C (-0.9033, 2.3149, 0.9281)  -0.24
C (-1.8390, 1.5154, 0.0000)  -0.19
C (-3.3853, 1.6953, -0.0088)  -0.31
C (-4.1859, 1.2045, 1.1961)  -0.05
C (-3.8328, 3.1254, -0.3723)  -0.05
C (-1.3208, 1.3253, -1.4128)  -0.11
C (-0.1276, 1.8349, -1.8134)  -0.14
C (0.7811, 2.4236, -0.8459)  -0.01
C (0.2839, 1.9515, -3.2726)  -0.34
C (1.7667, 1.6635, -3.5332)  -0.07
C (-0.0384, 3.3861, -3.7262)  -0.03
C (-2.1967, 0.7289, -2.4685)  -0.20
C (-3.0181, 1.5687, -3.2252)  -0.03
C (-3.7316, 1.1025, -4.3129)  -0.04
C (-3.6332, -0.2331, -4.6737)  -0.05
C (-2.8573, -1.0849, -3.9118)  -0.09
C (-2.1403, -0.6295, -2.7998)  -0.28
P (-1.2498, -1.8578, -1.7729)  1.20
C (0.0385, -2.6430, -2.9053)  -0.67
C (0.7555, -3.7240, -2.0878)  -0.08
C (1.0241, -1.5103, -3.2133)  -0.10
C (-0.4375, -3.2140, -4.2413)  -0.07
C (-2.6246, -3.0875, -1.2865)  -0.64
C (-3.8530, -2.2407, -0.9287)  -0.07
C (-2.1606, -3.8050, -0.0162)  -0.10
C (-2.9931, -4.1520, -2.3182)  -0.07
H (2.4603, 2.7053, 3.2601)  0.09
H (1.5678, 1.3561, 2.5552)  0.07
H (0.7000, 2.6972, 3.3226)  0.06
H (2.4775, 2.9235, 0.8500)  0.13
H (0.9530, 5.0253, 2.4015)  0.07
H (1.2445, 5.2247, 0.6617)  0.09
H (2.5906, 5.0274, 1.7829)  0.08
H (-0.7056, 4.0908, 2.0666)  0.10
H (-3.7147, 1.0644, -0.8306)  0.11
H (-4.0423, 1.8419, 2.0676)  0.06
H (-3.9419, 0.1770, 1.4609)  0.07
H (-5.2462, 1.2381, 0.9362)  0.09
H (-4.0934, 3.6982, 0.5175)  0.07
H (-4.7299, 3.0896, -0.9936)  0.09
H (-3.0629, 3.6711, -0.9221)  0.09
H (1.7865, 2.6437, -1.1814)  0.12
H (-0.3108, 1.2620, -3.8716)  0.12
H (2.3930, 2.5123, -3.2548)  0.09
H (1.9215, 1.4779, -4.5968)  0.10
H (2.1037, 0.7935, -2.9744)  0.01
H (0.3850, 4.1063, -3.0232)  0.09
H (-1.1120, 3.5586, -3.7858)  0.07
H (0.3939, 3.5772, -4.7098)  0.09
H (-3.0902, 2.6123, -2.9502)  0.11
H (-4.3514, 1.7798, -4.8860)  0.12
H (-4.1670, -0.6136, -5.5346)  0.11
H (-2.8081, -2.1259, -4.1895)  0.08
H (1.1012, -3.3287, -1.1269)  0.06
H (1.6344, -4.0727, -2.6340)  0.10
H (0.1200, -4.5905, -1.9015)  0.07
H (1.4408, -1.0815, -2.2988)  0.03
H (0.5389, -0.7168, -3.7842)  0.08
H (1.8533, -1.8984, -3.8094)  0.11
H (-1.1989, -3.9827, -4.1388)  0.06
H (0.4219, -3.6683, -4.7404)  0.10
H (-0.8073, -2.4266, -4.8964)  0.08
H (-3.5742, -1.3927, -0.2962)  0.07
H (-4.5621, -2.8554, -0.3697)  0.10
H (-4.3573, -1.8604, -1.8157)  0.09
H (-2.0264, -3.0888, 0.7871)  0.05
H (-1.2281, -4.3501, -0.1702)  0.07
H (-2.9185, -4.5266, 0.2970)  0.10
H (-3.3446, -3.7416, -3.2620)  0.07
H (-3.8128, -4.7408, -1.8994)  0.10
H (-2.1652, -4.8358, -2.5042)  0.08
F (7.1841, -0.9145, 6.8778)  0.15
C (6.9284, 0.1198, 6.0565)  -0.58
F (6.4222, 1.1102, 6.8214)  0.14
F (8.1017, 0.5484, 5.5689)  0.14
C (5.9626, -0.2581, 4.9709)  -0.11
C (4.6853, -0.6652, 5.3377)  0.00
C (3.7562, -0.9665, 4.3617)  -0.01
C (4.0964, -0.8601, 3.0094)  -0.24
C (5.3887, -0.4725, 2.6559)  -0.01
C (6.3198, -0.1703, 3.6345)  0.01
C (3.0954, -1.0859, 2.0120)  -0.12
C (2.2295, -1.2779, 1.1815)  -0.07
H (4.4245, -0.7354, 6.3858)  0.13
H (2.7556, -1.2758, 4.6332)  0.12
H (5.6610, -0.4042, 1.6108)  0.12
H (7.3192, 0.1396, 3.3633)  0.12
C (3.9764, -0.0834, -1.9238)  -0.11
O (2.8387, 0.2002, -1.1098)  -0.23
H (4.4420, -1.0291, -1.6352)  0.09
H (4.7142, 0.7189, -1.8608)  0.10
H (3.6360, -0.1622, -2.9541)  0.07
H (3.1339, 0.2098, -0.1897)  0.03

Forces on the atoms, in the same order (eV/Å):
In -0.8 0.0 1.0
S -0.1 0.2 -1.2
C 0.1 -0.5 0.4
C -0.2 -0.2 -0.1
C 1.0 -0.6 -0.9
C -0.3 0.4 1.1
C 0.0 -0.1 0.0
C 0.0 -0.1 0.0
C 0.0 0.1 -0.1
C 0.0 0.0 0.0
C 0.0 -0.1 0.1
N 0.1 0.2 0.0
H 0.1 -0.1 0.1
H -0.1 0.0 0.0
H 0.0 0.0 0.0
H 0.0 0.0 0.0
H 0.0 0.0 0.0
H 0.0 0.0 0.1
C 0.1 0.0 -0.1
C -0.1 0.1 0.1
C 0.0 -0.1 -0.1
C 0.1 0.1 -0.2
C 0.2 -0.1 0.0
C -0.5 0.1 0.1
C 0.1 0.2 0.2
C 0.1 0.0 -0.1
C 0.0 -0.1 -0.1
C 0.3 0.2 0.0
C -0.3 -0.2 -0.1
C 0.1 0.2 0.2
C 0.1 0.2 0.0
C -0.2 -0.1 0.0
C 0.0 -0.1 -0.1
C 0.0 0.0 0.0
C 0.0 0.0 0.0
C 0.0 0.0 0.0
C 0.0 0.0 0.0
C 0.0 -0.1 0.0
C 0.1 0.0 0.1
P 0.3 -0.1 -0.4
C 0.0 0.1 0.2
C -0.1 0.0 0.0
C -0.2 -0.1 0.1
C 0.0 0.0 0.0
C 0.2 0.2 0.3
C 0.1 0.0 0.0
C 0.0 0.0 -0.1
C 0.0 0.1 0.0
H 0.0 0.0 0.0
H 0.0 0.0 0.0
H 0.0 0.0 0.0
H 0.0 0.0 0.0
H 0.0 0.0 0.0
H 0.0 0.0 0.0
H 0.0 0.0 0.0
H -0.1 0.0 0.0
H 0.0 -0.1 0.0
H 0.0 0.0 0.1
H 0.0 0.0 0.0
H 0.0 0.0 0.0
H 0.0 0.0 0.0
H 0.0 0.0 0.0
H 0.0 0.0 0.0
H 0.0 0.0 0.0
H 0.0 0.0 0.0
H 0.0 0.0 0.0
H 0.0 0.1 0.0
H -0.3 0.4 -0.3
H 0.0 0.0 0.0
H 0.0 0.0 0.0
H 0.0 0.0 0.0
H 0.0 0.0 0.0
H 0.0 0.0 0.0
H 0.0 0.0 0.0
H 0.0 0.0 0.0
H 0.0 -0.1 0.0
H 0.0 0.0 0.0
H 0.0 0.0 0.0
H 0.0 0.0 -0.1
H 0.0 -0.1 0.0
H 0.0 0.0 0.0
H 0.0 0.0 0.0
H 0.0 0.0 0.0
H 0.0 0.0 0.0
H -0.1 0.0 0.0
H 0.0 0.0 0.0
H 0.0 0.1 0.0
H -0.1 -0.1 0.0
H 0.0 0.0 0.1
H 0.0 0.0 -0.1
H 0.0 -0.1 0.0
H 0.0 0.0 0.0
H 0.0 0.0 0.0
F 0.0 0.1 0.0
C 0.1 0.1 0.1
F 0.1 -0.1 -0.1
F -0.1 0.0 0.1
C -0.1 0.0 -0.1
C 0.0 0.0 0.0
C 0.0 0.0 0.0
C 0.1 0.1 0.2
C -0.1 0.0 0.0
C 0.0 0.0 0.1
C 0.0 -0.1 -0.2
C -0.6 0.3 -0.5
H 0.0 0.0 0.0
H 0.0 0.0 0.0
H 0.0 0.0 0.0
H 0.0 0.0 0.0
C 0.1 -0.2 0.1
O 0.3 0.2 0.1
H 0.0 0.0 0.0
H 0.0 0.0 0.0
H 0.2 -0.1 0.1
H 0.0 -0.2 0.0